No. 1
{
  "formula": "C4H3N3O",
  "method": "ωB97M-V/def2-TZVPD",
  "total_charge": 0,
  "e_above_lowest_kj_mol": 359.9,
  "gap_ha": 0.3381,
  "e_homo_ev": -9.588,
  "smiles": "C#Cc1nc(=O)[nH][nH]1",
  "e_tot_ha": -393.5823,
  "elements": ["C", "C", "C", "N", "C", "O", "N", "N", "H", "H", "H"],
  "xyz": [[-0.94848, -0.03088, 2.93832], [-0.82592, 0.01809, 1.70725], [-0.28133, 0.08123, 0.27731], [0.46936, 1.18159, -0.08009], [0.81985, 0.92804, -1.40349], [1.30024, 1.88634, -2.06515], [0.30543, -0.42235, -1.82761], [-0.07743, -1.02058, -0.49235], [-1.09470, 0.33766, 4.02226], [1.01757, -1.06413, -2.33983], [-0.68460, -1.89500, -0.73661]]
}

=====

No. 2
{
  "formula": "C4H3N3O",
  "method": "ωB97M-V/def2-TZVPD",
  "total_charge": 0,
  "e_above_lowest_kj_mol": 370.4,
  "gap_ha": 0.3166,
  "e_homo_ev": -10.046,
  "smiles": "N#C/C=N\\N=C/C=O",
  "e_tot_ha": -393.5783,
  "elements": ["N", "C", "C", "N", "N", "C", "C", "O", "H", "H", "H"],
  "xyz": [[3.19970, -1.32422, 0.12040], [2.55418, -0.40908, -0.21877], [1.64654, 0.78957, -0.38895], [0.41502, 1.03407, 0.09302], [-0.16591, 0.45027, 1.09049], [-1.17055, -0.28860, 0.94447], [-1.99968, -0.27129, -0.30956], [-3.24128, -0.61957, -0.45543], [1.84895, 1.44333, -1.17333], [-1.70802, -0.85373, 1.66091], [-1.37895, 0.04924, -1.36326]]
}

=====

No. 3
{
  "formula": "C4H3N3O",
  "method": "ωB97M-V/def2-TZVPD",
  "total_charge": 0,
  "e_above_lowest_kj_mol": 576.0,
  "gap_ha": 0.3398,
  "e_homo_ev": -9.721,
  "smiles": "[H]/N=c1/nc(C#C)o[nH]1",
  "e_tot_ha": -393.5000,
  "elements": ["H", "N", "C", "N", "C", "C", "C", "O", "N", "H", "H"],
  "xyz": [[2.90869, 1.17676, -1.22322], [1.98340, 1.08764, -1.39430], [1.24698, 0.55101, -0.61395], [-0.06628, 0.72949, -0.77877], [-0.66785, 0.06937, -0.00182], [-1.97350, -0.41655, 0.15167], [-3.06796, -1.03939, 0.28079], [0.27882, -0.70228, 0.90454], [1.53472, -0.38770, 0.50205], [-3.88407, -1.61634, 0.85881], [1.70706, 0.54800, 1.31420]]
}